No. 1
ORCA calculation (wB97M-V/def2-TZVPD) on 2 unconnected molecules or ions with the total composition C5H8O2 in a non-equilibrium geometry.

The multiplicity is 1. For the orbital gap, the calculation gives 10.56 eV.

Each line ends with the natural charge from an NBO analysis.
CARTESIAN COORDINATES (ANGSTROEM)
C  1.153  -1.388  0.792  -0.606
C  -0.636  0.067  -0.084  0.617
C  -0.996  1.022  1.034  -0.733
C  0.827  -0.284  -0.243  -0.517
C  -0.570  1.400  -2.785  0.495
O  -1.109  0.863  -3.627  -0.491
O  -1.494  -0.428  -0.785  -0.562
H  1.627  -2.247  0.313  0.224
H  1.812  -1.028  1.587  0.212
H  0.237  -1.759  1.266  0.213
H  -1.201  2.000  0.584  0.246
H  -1.907  0.682  1.532  0.240
H  -0.188  1.141  1.762  0.216
H  1.454  0.601  -0.084  0.218
H  0.989  -0.642  -1.262  0.227

Forces on the atoms, in the same order (eV/Å):
C 0.036 -0.096 0.122
C -0.189 -0.066 -0.078
C -0.031 0.018 0.059
C -0.020 -0.017 -0.091
C -0.653 -0.582 -1.120
O 0.661 0.680 0.958
O 0.280 0.143 0.261
H -0.004 0.154 0.076
H -0.084 -0.051 -0.130
H 0.156 0.008 -0.047
H 0.043 -0.112 0.052
H 0.097 0.071 -0.084
H -0.109 -0.039 -0.101
H -0.121 -0.127 -0.016
H -0.062 0.016 0.140

No. 2
ORCA calculation (wB97M-V/def2-TZVPD) on a single C5H8O2 molecule.

The multiplicity is 1. As for the SMILES: C=CC1(O)COC1. For the orbital gap, the calculation gives 10.62 eV.

Each line ends with the natural charge from an NBO analysis.
CARTESIAN COORDINATES (ANGSTROEM)
C  -2.001  0.469  -0.557  -0.382
C  -0.889  -0.201  -0.847  -0.201
C  0.452  0.014  -0.198  0.147
O  1.290  0.730  -1.083  -0.698
C  1.175  -1.231  0.334  -0.064
O  1.007  -0.812  1.693  -0.529
C  0.482  0.457  1.283  -0.082
H  -2.916  0.317  -1.122  0.206
H  -2.048  1.193  0.255  0.194
H  -0.882  -0.910  -1.676  0.208
H  0.763  1.439  -1.475  0.475
H  0.709  -2.205  0.141  0.179
H  2.229  -1.248  0.027  0.187
H  1.191  1.275  1.457  0.182
H  -0.474  0.675  1.772  0.177

Forces on the atoms, in the same order (eV/Å):
C 0.133 -0.094 0.002
C -0.148 0.106 -0.009
C -0.178 -0.171 0.159
O -0.070 0.236 -0.105
C 0.074 -0.240 -0.274
O 0.022 -0.069 0.144
C -0.137 0.367 0.022
H 0.155 -0.013 0.084
H 0.053 -0.134 -0.115
H -0.012 0.096 0.108
H 0.136 -0.091 0.022
H 0.043 0.157 0.013
H -0.145 -0.009 0.067
H -0.076 -0.110 -0.021
H 0.150 -0.030 -0.098

No. 3
ORCA calculation (wB97M-V/def2-TZVPD) on a single C5H8O2 molecule.

The multiplicity is 1. As for the SMILES: C=C(O)[C@H]1C[C@@H]1O. For the orbital gap, the calculation gives 9.61 eV.

Each line ends with the natural charge from an NBO analysis.
CARTESIAN COORDINATES (ANGSTROEM)
C  1.950  0.593  -1.045  -0.548
C  1.044  -0.205  -0.473  0.338
O  0.975  -1.556  -0.669  -0.681
C  -0.021  0.308  0.437  -0.326
C  -1.350  0.727  -0.165  -0.414
C  -1.278  -0.466  0.719  0.088
O  -1.878  -0.319  1.971  -0.701
H  2.731  0.215  -1.704  0.196
H  1.910  1.665  -0.870  0.215
H  1.639  -1.797  -1.331  0.481
H  0.329  0.932  1.256  0.239
H  -1.478  0.573  -1.234  0.221
H  -1.822  1.616  0.243  0.230
H  -1.384  -1.447  0.259  0.191
H  -1.369  -0.840  2.604  0.471

Forces on the atoms, in the same order (eV/Å):
C -0.069 -0.084 0.047
C 0.106 0.340 0.003
O 0.156 0.037 -0.170
C 0.101 0.082 -0.008
C -0.143 0.085 -0.075
C 0.017 -0.047 -0.350
O 0.115 -0.123 0.232
H -0.176 0.032 0.149
H 0.023 -0.269 -0.008
H -0.119 -0.021 0.133
H -0.049 -0.095 -0.151
H 0.004 0.006 0.210
H 0.090 -0.180 -0.053
H 0.060 0.165 0.085
H -0.116 0.072 -0.044

No. 4
ORCA calculation (wB97M-V/def2-TZVPD) on a molecular structure, C5H8O2.

The multiplicity is 1. For the orbital gap (alpha / beta), the calculation gives 8.04 / 8.04 eV.

Each line ends with the natural charge from an NBO analysis.
CARTESIAN COORDINATES (ANGSTROEM)
C  -0.431  -1.446  0.083  -0.692
C  1.419  -0.353  0.071  0.184
O  1.249  0.428  -0.958  -0.376
C  -0.077  0.779  -1.141  -0.155
C  -0.697  1.407  0.093  -0.114
O  -0.395  0.683  1.280  -0.509
C  0.297  -0.529  1.036  0.006
H  -1.519  -1.406  0.169  0.222
H  -0.072  -2.474  0.116  0.216
H  2.378  -0.860  0.107  0.199
H  -0.470  -0.551  -1.005  0.243
H  -0.174  1.368  -2.053  0.202
H  -0.324  2.431  0.243  0.188
H  -1.786  1.460  -0.045  0.185
H  0.601  -0.935  2.004  0.203

Forces on the atoms, in the same order (eV/Å):
C -0.161 -0.246 0.135
C 0.091 0.034 0.021
O 0.022 -0.088 0.054
C -0.062 0.159 0.038
C -0.072 0.117 -0.190
O -0.027 0.009 0.091
C 0.164 -0.113 -0.066
H 0.126 0.029 -0.066
H -0.017 0.150 0.027
H -0.133 0.060 0.010
H 0.012 0.025 0.002
H -0.016 -0.070 0.135
H -0.034 -0.116 -0.016
H 0.146 -0.003 0.004
H -0.040 0.053 -0.177

No. 5
ORCA calculation (wB97M-V/def2-TZVPD) on a single C5H8O2 molecule in a non-equilibrium geometry.

The multiplicity is 1. As for the SMILES: CC1=C[C@@H](O)OC1. For the orbital gap, the calculation gives 10.42 eV.

Each line ends with the natural charge from an NBO analysis.
CARTESIAN COORDINATES (ANGSTROEM)
C  1.707  -0.444  1.243  -0.618
C  0.517  -0.038  0.372  -0.079
C  0.268  1.104  -0.145  -0.259
C  -1.369  0.927  -0.934  0.418
O  -1.258  1.118  -2.287  -0.691
O  -1.646  -0.380  -0.640  -0.546
C  -0.634  -1.039  0.214  -0.090
H  1.499  -1.558  1.561  0.205
H  1.745  0.285  2.051  0.228
H  2.571  -0.412  0.755  0.214
H  0.971  2.004  -0.249  0.219
H  -2.018  1.605  -0.489  0.152
H  -0.859  0.339  -2.556  0.469
H  -0.413  -2.084  -0.164  0.197
H  -1.081  -1.426  1.266  0.182

Forces on the atoms, in the same order (eV/Å):
C -4.758 -1.962 1.624
C 0.358 -3.120 1.509
C -2.497 3.132 -2.957
C 5.284 -0.024 1.223
O -1.618 2.327 0.720
O 0.613 -1.866 1.356
C -1.277 -0.935 1.325
H 0.698 2.290 -0.037
H 0.063 -0.517 0.447
H 3.674 0.060 -2.214
H -1.392 -1.383 0.300
H -1.339 1.243 0.513
H 1.355 -2.340 -1.403
H 0.265 1.425 -0.473
H 0.571 1.669 -1.934

No. 6
ORCA calculation (wB97M-V/def2-TZVPD) on a molecular structure, C5H8O2 in a non-equilibrium geometry.

The multiplicity is 1. For the orbital gap, the calculation gives 9.22 eV.

Each line ends with the natural charge from an NBO analysis.
CARTESIAN COORDINATES (ANGSTROEM)
C  1.494  -0.022  -0.093  0.598
C  2.815  -0.087  -0.159  -0.640
C  -0.504  -0.034  0.044  0.551
C  -1.338  1.253  0.007  -0.681
C  -1.276  -1.301  0.088  -0.683
O  0.594  0.128  -1.092  -0.519
O  0.617  -0.119  0.964  -0.513
H  3.283  0.036  0.767  0.216
H  3.372  0.339  -1.067  0.231
H  -0.787  1.972  0.665  0.244
H  -2.363  1.042  0.337  0.224
H  -1.196  1.805  -0.913  0.257
H  -2.043  -1.416  -0.600  0.234
H  -1.946  -1.362  0.961  0.240
H  -0.723  -2.236  0.092  0.242

Forces on the atoms, in the same order (eV/Å):
C -0.423 0.020 -0.521
C 0.331 1.587 -1.740
C 1.573 0.759 -1.842
C 1.590 0.139 1.600
C -0.108 -0.915 1.347
O -1.934 -0.822 1.384
O 0.028 0.303 -0.217
H 0.963 -0.254 1.261
H -1.141 -1.175 1.321
H -0.842 -0.635 0.177
H 0.293 0.527 -0.275
H -0.607 -0.590 -0.700
H -1.047 0.282 -2.248
H 0.775 0.500 0.503
H 0.547 0.275 -0.047

No. 7
ORCA calculation (wB97M-V/def2-TZVPD) on a molecular structure, C5H8O2 in a non-equilibrium geometry.

The multiplicity is 1. For the orbital gap, the calculation gives 9.11 eV.

Each line ends with the natural charge from an NBO analysis.
CARTESIAN COORDINATES (ANGSTROEM)
C  -0.067  1.501  -0.492  -0.684
C  0.654  0.176  -0.226  0.293
O  2.036  0.314  -0.230  -0.703
C  0.210  -0.564  0.991  -0.479
C  -1.074  -1.185  0.508  -0.535
C  -0.432  -1.285  -1.043  0.589
O  -0.589  -2.049  -1.946  -0.512
H  0.509  2.395  -0.192  0.208
H  -0.265  1.576  -1.560  0.232
H  -1.022  1.561  0.042  0.224
H  2.299  1.229  -0.409  0.476
H  0.945  -1.347  1.217  0.226
H  0.207  0.185  1.783  0.218
H  -1.425  -2.004  1.165  0.231
H  -1.904  -0.470  0.424  0.216

Forces on the atoms, in the same order (eV/Å):
C -0.111 -0.203 -0.244
C -0.426 -0.532 -0.681
O 0.019 -0.062 -0.560
C 0.171 0.352 0.362
C 0.125 -0.025 -0.605
C -0.044 -0.093 1.210
O 0.477 1.561 1.385
H 0.049 -0.484 0.023
H -0.079 0.240 -0.035
H 0.146 -0.140 -0.165
H -0.232 -0.364 -0.198
H -0.125 0.233 0.031
H -0.391 -0.328 0.514
H 0.178 -0.100 -1.012
H 0.243 -0.056 -0.023

No. 8
ORCA calculation (wB97M-V/def2-TZVPD) on a molecular structure, C5H8O2 in a non-equilibrium geometry.

The multiplicity is 1. For the orbital gap, the calculation gives 9.34 eV.

Each line ends with the natural charge from an NBO analysis.
CARTESIAN COORDINATES (ANGSTROEM)
O  2.474  0.774  0.668  -0.708
C  1.602  0.141  -0.241  -0.079
C  0.451  -0.489  0.525  0.076
O  -0.287  0.526  1.262  -0.534
C  -1.516  -0.016  0.797  0.001
C  -1.436  0.130  -0.928  -0.424
C  -0.830  -0.953  -0.165  -0.289
H  1.929  1.369  1.203  0.476
H  1.231  0.848  -0.997  0.162
H  2.180  -0.633  -0.758  0.186
H  0.846  -1.238  1.218  0.195
H  -2.310  0.645  0.414  0.265
H  -0.905  1.013  -1.256  0.222
H  -2.361  -0.119  -1.452  0.223
H  -1.086  -1.988  -0.356  0.230

Forces on the atoms, in the same order (eV/Å):
O -0.084 0.183 0.145
C -0.202 -0.226 -0.241
C 0.228 -0.129 -0.012
O -0.104 0.208 -0.082
C -0.172 0.504 -0.913
C 0.527 -0.206 -0.638
C 0.187 -0.346 -0.366
H 0.154 -0.050 -0.051
H 0.055 -0.129 0.169
H -0.103 0.067 0.084
H -0.090 0.098 0.019
H -0.786 -0.029 1.520
H 0.106 -0.193 -0.007
H 0.207 0.198 0.283
H 0.078 0.049 0.088

No. 9
ORCA calculation (wB97M-V/def2-TZVPD) on a single C5H8O2 molecule.

The multiplicity is 1. As for the SMILES: CCCC(=O)C=O. For the orbital gap, the calculation gives 9.46 eV.

Each line ends with the natural charge from an NBO analysis.
CARTESIAN COORDINATES (ANGSTROEM)
C  -2.075  0.097  0.121  -0.611
C  -0.914  -0.850  -0.296  -0.389
C  0.391  -0.142  -0.818  -0.520
C  1.108  0.388  0.397  0.476
O  0.509  0.599  1.430  -0.505
C  2.625  0.589  0.553  0.355
O  3.491  0.177  -0.173  -0.474
H  -2.002  0.449  1.156  0.226
H  -3.043  -0.413  0.034  0.209
H  -2.135  0.989  -0.512  0.198
H  -1.278  -1.527  -1.071  0.208
H  -0.678  -1.468  0.582  0.213
H  1.116  -0.686  -1.457  0.245
H  0.072  0.689  -1.462  0.242
H  2.812  1.109  1.516  0.128

Forces on the atoms, in the same order (eV/Å):
C 0.049 0.022 -0.106
C 0.057 -0.052 -0.181
C -0.296 0.061 0.247
C -0.367 0.094 0.427
O 0.319 0.133 -0.122
C 0.349 -0.079 -0.276
O -0.603 0.172 0.177
H 0.230 -0.145 -0.290
H 0.282 -0.009 -0.056
H 0.080 -0.145 -0.022
H 0.076 0.079 -0.033
H 0.121 0.070 -0.358
H -0.624 -0.293 0.510
H 0.159 0.135 0.249
H 0.167 -0.041 -0.166

No. 10
ORCA calculation (wB97M-V/def2-TZVPD) on a single C5H8O2 molecule.

The multiplicity is 1. As for the SMILES: C[C@@]1(O)C[C@H]2O[C@H]21. For the orbital gap, the calculation gives 10.68 eV.

Each line ends with the natural charge from an NBO analysis.
CARTESIAN COORDINATES (ANGSTROEM)
C  1.468  0.638  -0.421  -0.647
C  0.336  -0.062  0.307  0.243
O  0.710  -0.585  1.569  -0.717
C  -1.019  0.708  0.449  -0.441
C  -1.681  -0.375  -0.401  0.051
O  -0.984  -0.430  -1.645  -0.492
C  -0.427  -1.115  -0.529  0.020
H  1.133  0.916  -1.425  0.242
H  1.783  1.544  0.111  0.214
H  2.333  -0.031  -0.518  0.206
H  1.667  -0.529  1.671  0.476
H  -1.332  0.668  1.495  0.230
H  -1.079  1.732  0.066  0.211
H  -2.708  -0.726  -0.396  0.201
H  -0.225  -2.178  -0.616  0.202

Forces on the atoms, in the same order (eV/Å):
C -0.010 -0.057 0.073
C -0.018 0.187 -0.273
O 0.200 0.039 0.031
C -0.038 0.108 0.043
C -0.318 -0.007 0.142
O 0.063 0.079 -0.078
C 0.171 -0.297 0.112
H 0.082 -0.014 0.186
H -0.076 -0.125 -0.050
H -0.108 0.077 0.001
H -0.148 -0.043 -0.089
H 0.004 0.025 -0.127
H 0.033 -0.172 0.023
H 0.185 0.067 0.016
H -0.023 0.134 -0.009

Number 1: total energy -345.78123 Ha. Number 2: total energy -345.72369 Ha. Number 3: total energy -345.73665 Ha. Number 4: total energy -345.61588 Ha. Number 5: total energy -345.69813 Ha. Number 6: total energy -345.71829 Ha. Number 7: total energy -345.70579 Ha. Number 8: total energy -345.63930 Ha. Number 9: total energy -345.76271 Ha. Number 10: total energy -345.72123 Ha.